No. 1
The molecule C18H28N2O4S. Source: the Open Molecules 2025 dataset; level of theory: ωB97M-V/def2-TZVPD.

Each line ends with the Mulliken charge.
Cartesian coordinates (Å):
C  -4.52462  -2.28328  5.48851  -0.82
H  -5.12096  -2.13535  6.38713  0.24
O  -4.06119  -1.00168  5.12701  -0.43
C  -3.27348  -0.87198  4.03540  0.94
C  -2.84140  0.42863  3.75015  -0.78
C  -2.03438  0.67045  2.65959  -0.02
C  -1.65580  -0.38229  1.84414  -0.80
C  -2.07194  -1.66991  2.11303  -0.94
C  -2.88050  -1.92363  3.20696  -0.44
H  -3.19539  -2.93521  3.40620  0.39
H  -1.75052  -2.46766  1.46294  0.43
S  -0.61671  -0.10529  0.42176  1.67
O  0.45782  -1.06617  0.43097  -0.82
O  -0.26600  1.28586  0.36734  -0.71
N  -1.65355  -0.56734  -0.79489  0.30
C  -1.14363  -1.26625  -1.95491  -1.73
H  -1.93785  -1.94465  -2.29395  0.60
C  -0.77238  -0.34712  -3.12497  0.87
C  0.46805  0.55142  -2.96745  0.14
O  0.64182  1.47600  -3.74058  -0.70
N  1.35513  0.21668  -2.01899  0.00
H  1.13134  -0.45453  -1.30004  0.41
C  2.48321  1.06891  -1.69863  -0.96
H  2.68593  1.68416  -2.57831  0.38
H  2.20304  1.72117  -0.86457  0.22
C  3.69062  0.21282  -1.33080  -0.63
H  3.43878  -0.39050  -0.45506  0.32
H  3.89331  -0.46866  -2.16075  0.28
C  4.95232  1.03242  -1.04071  0.75
C  4.80507  1.85962  0.23402  -1.47
H  4.00766  2.59062  0.13707  0.38
H  5.72965  2.39250  0.44658  0.43
H  4.57888  1.21294  1.07913  0.30
C  6.15681  0.09974  -0.91857  -1.61
H  6.29851  -0.47013  -1.83407  0.40
H  7.06371  0.66870  -0.72637  0.43
H  6.01034  -0.59955  -0.09806  0.33
H  5.12385  1.71292  -1.88226  0.27
C  -1.96813  0.56213  -3.44016  -1.25
C  -2.36053  1.33961  -2.18617  -0.46
C  -2.72464  0.36622  -1.06833  -0.99
H  -3.61324  -0.21452  -1.34513  0.42
H  -2.93069  0.89732  -0.13719  0.45
H  -1.51912  1.95291  -1.85956  0.31
H  -3.20887  1.99382  -2.39206  0.38
H  -2.81326  -0.03943  -3.78456  0.43
H  -1.68236  1.25414  -4.23261  0.51
H  -0.56627  -0.98017  -3.99697  0.31
H  -0.30406  -1.87569  -1.61914  0.63
H  -1.68262  1.66268  2.42516  0.55
H  -3.15374  1.22576  4.40538  0.43
H  -5.15270  -2.71823  4.70525  0.34
H  -3.69535  -2.96087  5.71210  0.34

## Properties
- HOMO: -9.021 eV
- E_tot: -41126.2437 eV
- Frontier orbital gap: 0.350 hartree
- M: 368.50 g mol⁻¹

No. 2
C21H48P2RhSSi4Te as an isolated structure. Source: the Open Molecules 2025 dataset; level of theory: ωB97M-V/def2-TZVPD.

Each line ends with the Mulliken charge.
Cartesian coordinates (Å):
Rh  0.12097  -0.09070  0.33297  -1.21
C  1.39263  1.54461  2.95663  -1.44
P  0.41211  1.79760  1.45774  1.44
C  -1.04503  2.68372  2.05476  -1.04
C  1.33333  3.00416  0.42502  -1.20
C  0.83080  2.88237  -1.01554  -0.59
P  0.84790  1.09786  -1.41805  1.27
C  -0.00857  0.88605  -2.99613  -0.81
C  2.57792  0.72040  -1.81304  -1.40
H  1.65169  2.49901  3.41818  0.45
H  2.30050  0.99565  2.70691  0.37
H  0.81009  0.95004  3.66067  0.40
H  -0.74085  3.59520  2.57302  0.50
H  -1.58190  2.03474  2.74525  0.39
H  -1.70799  2.93331  1.22853  -0.06
H  2.38980  2.72914  0.47682  0.43
H  1.23473  4.01210  0.82952  0.53
H  1.43002  3.45923  -1.72188  0.53
H  -0.20478  3.22259  -1.09626  0.09
H  0.35899  1.61366  -3.72116  0.47
H  -1.07909  1.00841  -2.84661  -0.25
H  0.17678  -0.11998  -3.37349  0.45
H  2.93407  1.33639  -2.63993  0.43
H  2.64721  -0.33233  -2.08682  0.38
H  3.20405  0.88260  -0.93681  0.35
C  -5.91352  -2.48628  -0.64540  -0.97
Si  -5.75037  -0.99485  -1.75759  0.38
C  -7.42975  -0.39489  -2.32022  -1.01
C  -4.67105  -1.41246  -3.22140  -0.85
Si  -4.81003  0.78175  -0.52031  -0.14
Te  -2.48532  -0.23681  -0.15912  0.33
Si  -5.68271  1.11056  1.63661  0.56
C  -5.45824  -0.45075  2.63319  -1.01
C  -4.76132  2.52356  2.44102  -0.49
C  -7.49743  1.53437  1.48160  -1.03
Si  -4.51182  2.72373  -1.80421  0.29
C  -3.21928  3.81913  -1.00477  0.03
C  -6.15915  3.60604  -1.87928  -1.08
C  -3.93291  2.28301  -3.52604  -0.79
H  -6.26060  -3.34766  -1.22302  0.38
H  -6.63488  -2.31104  0.15580  0.26
H  -4.95714  -2.75320  -0.18708  0.30
H  -7.95256  -1.19231  -2.85636  0.40
H  -7.34175  0.45761  -2.99867  0.26
H  -8.05620  -0.09488  -1.47663  0.28
H  -5.09489  -2.26782  -3.75540  0.39
H  -3.65972  -1.68129  -2.90648  0.23
H  -4.59744  -0.58087  -3.92438  0.25
H  -4.41089  -0.76178  2.65727  0.28
H  -6.04758  -1.27474  2.22581  0.26
H  -5.78372  -0.28527  3.66422  0.40
H  -3.68589  2.35793  2.40036  -0.29
H  -5.04836  2.61518  3.49232  0.43
H  -4.98204  3.47579  1.95145  0.29
H  -8.05883  0.70813  1.03771  0.28
H  -7.65698  2.42115  0.86322  0.28
H  -7.92757  1.73336  2.46726  0.39
H  -3.52015  4.15888  -0.01094  0.38
H  -3.03294  4.70195  -1.62303  0.45
H  -2.27684  3.26957  -0.91444  -0.96
H  -6.49042  3.91602  -0.88480  0.27
H  -6.93384  2.96678  -2.30962  0.29
H  -6.08651  4.50464  -2.49861  0.38
H  -3.04847  1.64252  -3.50471  0.07
H  -3.68241  3.19042  -4.08326  0.38
H  -4.71194  1.75757  -4.08283  0.31
S  1.21464  -1.87463  1.21532  -0.42
C  0.67251  -3.44602  0.62327  0.72
C  -0.60323  -3.66597  0.10519  0.07
C  -0.97930  -4.93668  -0.29703  -0.76
C  -0.08551  -5.99486  -0.19474  -0.44
C  1.18708  -5.78019  0.31744  -0.57
C  1.56909  -4.51242  0.72787  -0.60
H  -1.29680  -2.83967  0.02725  0.08
H  -1.97344  -5.10467  -0.69269  0.40
H  -0.38156  -6.98667  -0.51173  0.38
H  1.88508  -6.60304  0.40060  0.36
H  2.55603  -4.34008  1.13671  0.43

## Properties
- HOMO (alpha / beta): -10.094 / -10.032 eV
- E_tot: -93779.8620 eV
- Total charge: +1
- Frontier orbital gap (alpha / beta): 0.210 / 0.196 hartree
- M: 737.48 g mol⁻¹

No. 3
The molecule C3Cl2O3. Source: the Open Molecules 2025 dataset; level of theory: ωB97M-V/def2-TZVPD.

Each line ends with the Mulliken charge.
Cartesian coordinates (Å):
C  0.76121  -0.27887  0.25823  0.39
C  -0.14207  -1.07119  -0.64331  0.51
C  -0.00994  1.17662  -0.03005  0.40
O  1.46409  -0.59450  1.13538  -0.34
O  -0.49230  -0.96977  -1.75095  -0.35
O  -0.47966  1.61484  -0.99681  -0.31
Cl  -1.06916  -1.97418  0.50187  -0.13
Cl  -0.03217  2.09707  1.52564  -0.17

## Properties
- HOMO: -10.519 eV
- E_tot: -34296.4269 eV
- Frontier orbital gap: 0.319 hartree
- M: 154.94 g mol⁻¹

No. 4
A 4-piece molecular cluster, CH10O3S2 overall. Source: the Open Molecules 2025 dataset; level of theory: ωB97M-V/def2-TZVPD.

Each line ends with the Mulliken charge.
Cartesian coordinates (Å):
C  0.29340  1.58209  1.89464  -0.70
S  -0.01211  2.72586  0.57838  -0.05
S  1.73013  3.19407  -0.35618  -0.21
H  0.86647  0.72603  1.54272  0.22
H  -0.69696  1.20779  2.18062  0.23
H  0.65980  1.98863  2.83651  0.37
H  1.72457  2.31014  -1.38294  0.14
H  -1.97564  -0.27879  -0.46751  0.33
H  -2.15823  -0.09865  -1.85873  0.28
O  -1.42649  -0.03072  -1.22663  -0.62
H  0.33946  -1.75558  -1.35787  0.31
H  -0.78930  -1.98937  -2.33986  0.32
O  0.01755  -2.37178  -2.00423  -0.60
H  0.85425  -1.97282  0.14946  0.28
H  0.25848  -3.09995  0.89114  0.31
O  0.31461  -2.13695  0.92050  -0.59

## Properties
- HOMO: -8.885 eV
- E_tot: -29011.6661 eV
- Frontier orbital gap: 0.337 hartree
- M: 134.22 g mol⁻¹

No. 5
C35H29InN10O4S as an isolated structure. Source: the Open Molecules 2025 dataset; level of theory: ωB97M-V/def2-TZVPD.

Each line ends with the Mulliken charge.
Cartesian coordinates (Å):
In  -0.89690  -2.70317  -0.05220  1.84
C  0.37933  -3.53962  4.31444  -1.96
C  -0.07817  -2.94970  3.02076  0.59
N  -0.37976  -3.63716  1.98798  1.21
N  -0.29297  -4.98734  1.99672  -1.82
C  -1.14610  -5.54819  1.16555  0.44
N  -1.05845  -6.89013  1.03785  -0.42
S  -2.42599  -4.74037  0.30364  -0.53
C  -0.28274  -1.48674  2.88532  0.82
C  -0.06102  -0.61156  3.93936  -0.81
C  -0.37361  0.73100  3.77487  -0.94
C  -0.88608  1.16518  2.56719  -0.74
C  -1.05634  0.23224  1.55466  -0.26
N  -0.76611  -1.05079  1.71360  0.44
H  0.35011  -4.62257  4.24622  0.41
H  1.40370  -3.22883  4.53483  0.35
H  -0.25469  -3.21127  5.13975  0.41
H  -0.20510  -7.31930  1.35936  0.25
H  -1.52495  -7.30438  0.25068  0.25
H  0.33422  -0.97588  4.87650  0.51
H  -0.21747  1.42673  4.58937  0.41
H  -1.13702  2.20085  2.39091  0.52
H  -1.42612  0.52170  0.57972  0.28
C  -5.38835  -1.07725  0.75006  -1.06
C  -5.60366  -0.29224  -0.37345  -0.54
C  -4.60034  -0.15812  -1.31469  -1.12
C  -3.38272  -0.81117  -1.11596  0.65
N  -3.19028  -1.55592  -0.02483  0.25
C  -4.15838  -1.69484  0.87511  -0.20
C  -2.23931  -0.74049  -2.07634  0.93
C  -2.35470  -0.01876  -3.26729  -0.76
C  -1.31054  0.01192  -4.17649  -1.01
C  -0.13356  -0.67122  -3.90026  -0.79
C  -0.01563  -1.38010  -2.71273  -0.51
C  -1.05657  -1.43132  -1.78723  0.59
H  -6.15167  -1.21494  1.50249  0.41
H  -6.55230  0.20829  -0.51967  0.43
H  -4.76894  0.44384  -2.19437  0.39
H  -3.93013  -2.34000  1.71659  0.45
H  -3.26214  0.51925  -3.50673  0.30
H  -1.41970  0.56298  -5.10211  0.40
H  0.68387  -0.65767  -4.61057  0.41
H  0.90232  -1.92012  -2.51000  0.29
C  2.30116  0.13547  1.15779  -0.80
C  2.53118  -1.27254  0.73628  -0.12
N  1.65764  -2.09738  0.19395  0.31
C  2.33171  -3.27139  -0.04292  0.00
C  3.63199  -3.15404  0.36600  0.02
N  3.73103  -1.88208  0.86281  -0.07
C  4.84760  -4.01070  0.38017  0.55
O  4.74479  -5.20085  -0.15179  -0.56
O  5.86311  -3.56883  0.87525  -0.65
C  1.64105  -4.42052  -0.69148  0.90
O  2.29781  -5.43827  -0.96815  -0.91
O  0.41306  -4.25009  -0.93136  -0.64
H  1.37781  0.51304  0.72496  -0.19
H  3.11276  0.77237  0.80182  0.52
H  2.25581  0.21541  2.24544  0.28
H  4.59462  -1.50961  1.22767  0.25
H  3.80556  -5.34616  -0.53392  0.41
N  2.00353  10.92618  -2.05515  -0.49
C  1.77141  9.80877  -1.92438  0.05
C  1.48032  8.41066  -1.75879  0.45
C  1.74211  7.51613  -2.79328  -0.79
C  1.46791  6.17110  -2.63074  -0.44
C  0.91534  5.71703  -1.43896  0.68
C  0.64232  6.60873  -0.40791  -0.35
C  0.93341  7.95101  -0.56366  -0.80
N  0.63222  4.34310  -1.27441  0.24
C  0.21680  3.45787  -2.25006  -0.70
C  0.10072  2.25188  -1.63378  -0.20
N  0.44290  2.36188  -0.30465  -0.10
C  0.75063  3.61711  -0.12377  -0.52
H  2.17268  7.87574  -3.71748  0.44
H  1.70150  5.47039  -3.42031  0.47
H  0.18227  6.25702  0.50525  0.47
H  0.72275  8.65013  0.23363  0.43
H  0.01342  3.77308  -3.25783  0.49
H  -0.20313  1.31079  -2.06018  0.10
H  1.10715  4.05477  0.79534  0.50

## Properties
- HOMO: -8.095 eV
- E_tot: -75869.6322 eV
- Frontier orbital gap: 0.282 hartree
- M: 800.57 g mol⁻¹

No. 6
C6H8 as an isolated structure. Source: the Open Molecules 2025 dataset; level of theory: ωB97M-V/def2-TZVPD.

Each line ends with the Mulliken charge.
Cartesian coordinates (Å):
C  0.56545  -0.89739  1.58688  -1.21
C  0.27235  -0.46074  0.20887  0.51
C  1.10614  0.38413  -0.70521  -0.47
C  -0.25982  1.01354  -1.11221  -0.50
C  -0.93497  -0.18809  -0.40996  0.10
C  -2.19391  -0.77671  -0.23307  -0.65
H  0.45890  0.00583  2.21021  0.27
H  1.58919  -1.25518  1.71881  0.34
H  -0.17767  -1.61927  1.93180  0.37
H  1.52304  -0.20243  -1.53534  0.23
H  1.89645  1.00145  -0.26108  0.30
H  -0.42947  1.91459  -0.50963  0.20
H  -0.45939  1.21479  -2.16461  0.33
H  -2.95630  -0.13451  -0.72546  0.17

## Properties
- HOMO (alpha / beta): -7.866 / -7.865 eV
- E_tot: -6346.5540 eV
- Frontier orbital gap (alpha / beta): 0.265 / 0.265 hartree
- M: 80.13 g mol⁻¹

No. 7
C14H20BaN2 as an isolated structure. Source: the Open Molecules 2025 dataset; level of theory: ωB97M-V/def2-TZVPD.

Each line ends with the Mulliken charge.
Cartesian coordinates (Å):
C  5.20257  0.73820  1.25540  -0.59
C  5.51430  0.85742  -0.23122  -0.82
H  4.98291  1.71963  1.68159  0.26
H  6.07108  0.34264  1.78932  0.26
H  4.35383  0.08045  1.45508  0.07
H  4.62637  1.10364  -0.81580  0.20
H  6.25730  1.64214  -0.40044  0.32
H  5.93500  -0.07186  -0.62166  0.27
C  -2.22391  0.23977  2.45900  -0.12
C  -3.41764  0.65928  3.03550  -0.64
C  -4.47363  0.89963  2.16580  -0.32
C  -4.31376  0.72158  0.76323  -0.46
H  -1.31089  0.01918  3.05683  0.35
H  -3.50808  0.78766  4.13145  0.37
H  -5.42784  1.22570  2.55722  0.42
H  -5.13479  0.90683  0.07176  0.31
N  -2.05269  0.04558  1.10708  -0.20
C  -3.07738  0.29091  0.23515  0.23
C  -2.79332  0.06645  -1.26980  0.23
N  -1.53170  -0.35783  -1.60419  -0.24
C  -1.11799  -0.58807  -2.87666  -0.31
C  -3.27108  -0.00745  -3.66256  -0.44
C  -1.98424  -0.42452  -3.95802  -0.58
H  -0.06116  -0.91819  -2.97039  0.49
H  -1.64078  -0.62482  -4.98775  0.39
C  -3.65861  0.23469  -2.32370  -0.18
H  -4.66979  0.56260  -2.08434  0.28
H  -3.99105  0.13576  -4.46691  0.41
Ba  0.32385  -0.56335  0.11362  1.50
C  2.26915  -1.50683  -1.62145  -1.88
H  2.03122  -0.48853  -1.95524  0.19
H  1.48103  -2.24599  -1.78592  0.45
H  2.79436  -1.57492  -0.65380  0.47
C  1.97207  -0.89395  3.12669  -0.40
H  1.36250  -0.71032  4.00294  0.15
H  2.98373  -1.29536  3.11005  0.17
H  1.49905  -1.00776  2.17211  -0.62

## Properties
- HOMO (alpha / beta): -4.715 / -4.714 eV
- E_tot: -18510.4699 eV
- Frontier orbital gap (alpha / beta): 0.118 / 0.118 hartree
- M: 353.66 g mol⁻¹